58
Properties=species:S:1:pos:R:3:lowdin_charge:R:1 method="wB97M-V/def2-TZVPD" spin_multiplicity=1 e_lumo_ev=0.8 de_lowest_ev=1.279 e_homo_ev=-7.88 total_charge=0
O 2.312 0.558 -3.027 0.054
C 1.991 0.577 -1.850 -0.440
N 1.108 -0.301 -1.340 -0.030
C 0.671 -0.469 0.026 -0.128
H 1.229 0.174 0.700 0.103
C -0.827 -0.187 0.147 -0.100
H -1.126 -0.334 1.186 0.114
H -1.011 0.853 -0.125 0.092
C -1.618 -1.122 -0.784 -0.311
N -3.059 -0.983 -0.790 -0.144
C -3.826 -1.819 0.106 -0.187
C -4.073 -1.201 1.488 -0.183
C -4.765 0.148 1.317 -0.208
C -3.921 1.045 0.417 -0.182
C -3.635 0.338 -0.916 -0.179
H -2.982 0.956 -1.533 0.111
H -4.587 0.221 -1.452 0.123
H -2.988 1.291 0.924 0.095
H -4.449 1.980 0.216 0.109
H -4.920 0.623 2.288 0.107
H -5.745 -0.008 0.859 0.111
H -3.124 -1.066 2.010 0.101
H -4.693 -1.876 2.081 0.107
H -3.326 -2.785 0.205 0.116
H -4.799 -1.992 -0.371 0.121
C -1.072 -0.952 -2.211 -0.104
C 0.431 -1.213 -2.243 -0.125
H 0.834 -1.054 -3.244 0.121
H 0.645 -2.242 -1.930 0.131
H -1.584 -1.644 -2.879 0.121
H -1.262 0.062 -2.563 0.116
H -1.411 -2.155 -0.476 0.147
H 0.871 -1.510 0.315 0.132
C 2.628 1.654 -0.948 -0.156
N 1.656 2.311 -0.102 -0.080
C 1.670 2.542 1.238 -0.103
C 0.539 3.234 1.576 -0.083
C -0.191 3.441 0.391 -0.096
C 0.525 2.863 -0.621 -0.102
H 0.321 2.808 -1.673 0.131
H -1.128 3.954 0.296 0.095
H 0.269 3.562 2.561 0.092
H 2.468 2.209 1.868 0.099
H 2.977 2.411 -1.668 0.161
C 3.896 1.127 -0.240 -0.068
C 3.775 -0.237 0.383 -0.238
C 3.777 -1.365 -0.432 -0.045
C 3.652 -2.629 0.112 -0.077
C 3.538 -2.789 1.484 -0.092
C 3.567 -1.676 2.306 -0.081
C 3.688 -0.410 1.758 -0.053
H 3.726 0.446 2.416 0.104
H 3.500 -1.792 3.377 0.103
H 3.440 -3.776 1.910 0.101
H 3.652 -3.494 -0.535 0.105
H 3.881 -1.248 -1.501 0.122
H 4.671 1.076 -1.009 0.132
H 4.213 1.863 0.501 0.119

65
Properties=species:S:1:pos:R:3:lowdin_charge:R:1 method="wB97M-V/def2-TZVPD" spin_multiplicity=1 e_lumo_ev=0.4 de_lowest_ev=0.000 e_homo_ev=-8.16 total_charge=0
C 4.814 0.238 2.372 -0.056
C 4.041 -0.753 1.514 -0.208
H 3.372 -1.354 2.139 0.122
H 4.719 -1.406 0.959 0.126
O 3.271 -0.089 0.513 -0.014
C 2.076 0.385 0.879 -0.432
O 1.625 0.237 2.007 0.073
C 1.352 1.048 -0.191 -0.118
C 0.048 1.468 0.015 -0.424
N -0.639 1.352 1.194 0.129
C -1.957 1.678 1.287 -0.436
O -2.551 2.153 0.338 -0.001
C -2.610 1.281 2.608 -0.279
N -2.978 -0.135 2.578 -0.111
C -1.873 -1.052 2.790 -0.159
H -1.301 -0.728 3.662 0.132
C -2.441 -2.450 3.053 -0.160
N -3.291 -2.882 1.974 -0.237
S -2.613 -3.802 0.782 0.610
O -3.664 -4.178 -0.112 -0.290
O -1.833 -4.812 1.431 -0.276
C -1.458 -2.818 -0.154 -0.601
C -0.107 -2.770 0.011 -0.139
C 0.527 -1.978 -0.970 -0.161
C -0.359 -1.451 -1.857 -0.380
S -1.980 -1.915 -1.519 1.067
H -0.154 -0.812 -2.693 0.064
H 1.588 -1.816 -1.013 0.105
H 0.397 -3.296 0.801 0.120
C -4.319 -1.931 1.630 -0.156
C -3.748 -0.530 1.409 -0.152
H -4.567 0.174 1.270 0.129
H -3.134 -0.525 0.493 0.087
H -4.811 -2.301 0.730 0.118
H -5.040 -1.905 2.453 0.134
H -1.645 -3.188 3.153 0.118
H -3.037 -2.431 3.970 0.133
H -1.193 -1.102 1.922 0.107
C -3.831 2.154 2.888 -0.031
H -4.447 1.687 3.650 0.086
H -4.415 2.293 1.982 0.072
H -3.511 3.133 3.236 0.084
H -1.884 1.399 3.419 0.149
H -0.082 0.951 1.953 0.122
S -0.686 2.130 -1.385 1.184
C 0.790 1.867 -2.284 -0.461
C 1.772 1.300 -1.538 -0.213
C 3.116 0.985 -2.113 -0.128
C 3.317 1.697 -3.450 -0.158
H 4.209 1.302 -3.940 0.117
C 2.099 1.518 -4.357 -0.382
C 2.366 2.054 -5.760 -0.072
H 1.481 1.947 -6.384 0.077
H 2.632 3.108 -5.720 0.081
H 3.184 1.512 -6.228 0.076
C 0.903 2.235 -3.723 -0.175
H -0.021 1.981 -4.247 0.118
H 1.037 3.318 -3.816 0.125
H 1.872 0.449 -4.425 0.144
H 3.474 2.763 -3.275 0.129
H 3.897 1.276 -1.409 0.117
H 3.197 -0.098 -2.252 0.121
H 5.434 -0.301 3.082 0.079
H 5.449 0.862 1.747 0.079
H 4.122 0.873 2.919 0.075

63
Properties=species:S:1:pos:R:3:lowdin_charge:R:1 method="wB97M-V/def2-TZVPD" spin_multiplicity=1 e_lumo_ev=0.7 de_lowest_ev=0.911 e_homo_ev=-7.23 total_charge=0
C -6.765 -2.407 1.381 -0.094
O -5.402 -2.134 1.184 -0.073
C -5.057 -0.893 0.732 -0.232
C -5.923 0.129 0.428 -0.029
C -5.458 1.368 -0.040 -0.026
C -4.119 1.636 -0.219 -0.198
C -3.215 0.601 0.091 -0.082
N -1.853 0.551 0.009 -0.012
C -1.446 -0.693 0.430 -0.122
C -2.536 -1.448 0.786 0.076
C -3.678 -0.648 0.563 -0.077
H -2.521 -2.457 1.143 0.122
C -0.048 -1.150 0.448 -0.387
O 0.405 -1.822 1.373 0.048
N 0.659 -0.870 -0.665 0.153
H 0.291 -0.204 -1.329 0.129
C 2.082 -1.094 -0.783 -0.199
C 2.732 0.293 -0.860 -0.403
O 2.139 1.195 -1.430 0.064
N 3.950 0.483 -0.312 -0.043
C 4.767 -0.466 0.412 -0.126
H 5.708 -0.597 -0.137 0.128
C 5.053 0.059 1.833 -0.115
H 5.065 -0.772 2.537 0.117
C 3.973 1.072 2.223 -0.204
C 2.584 0.438 2.129 -0.501
O 1.596 1.041 1.790 0.107
O 2.584 -0.838 2.463 0.110
H 1.700 -1.265 2.264 0.096
C 4.056 2.299 1.306 -0.103
C 4.408 1.848 -0.122 -0.114
H 5.488 1.870 -0.289 0.127
H 3.917 2.478 -0.863 0.123
H 3.084 2.794 1.309 0.115
H 4.806 3.001 1.670 0.117
H 4.105 1.375 3.266 0.157
H 6.023 0.555 1.872 0.118
H 4.275 -1.434 0.460 0.116
H 2.382 -1.644 0.111 0.128
C 2.433 -1.937 -2.029 -0.357
C 1.989 -3.382 -1.816 -0.058
H 2.504 -3.827 -0.968 0.080
H 2.203 -3.977 -2.700 0.079
H 0.919 -3.420 -1.623 0.083
C 1.802 -1.360 -3.295 -0.057
H 0.727 -1.522 -3.291 0.083
H 1.997 -0.293 -3.371 0.073
H 2.216 -1.850 -4.173 0.082
H 3.524 -1.910 -2.136 0.141
C -0.983 1.669 -0.258 0.005
H -1.480 2.586 0.049 0.095
H -0.750 1.754 -1.323 0.100
H -0.057 1.566 0.306 0.073
O -3.609 2.825 -0.686 -0.107
C -4.514 3.839 -1.038 -0.090
H -5.189 3.516 -1.837 0.096
H -5.103 4.172 -0.178 0.096
H -3.902 4.666 -1.397 0.093
H -6.197 2.120 -0.262 0.100
H -6.989 0.009 0.537 0.100
H -7.206 -1.736 2.127 0.095
H -6.813 -3.432 1.747 0.092
H -7.331 -2.329 0.447 0.095

no.,frontier orbital gap (eV),E (hartree)
1,8.66,-1134.5425
2,8.60,-2630.1062
3,7.98,-1510.8035